This record from OMol25 describes a 2-piece molecular cluster, C3H10N2 overall at a distorted geometry. The level of theory is ωB97M-V with the def2-TZVPD basis set.

Last column: Löwdin charge in e.
Cartesian coordinates (Å):
C: 0.862 -3.859 0.306  -0.11
N: -0.260 -3.664 1.012  -0.01
H: 0.904 -3.705 -0.843  0.08
H: 1.815 -3.828 0.803  0.03
H: -1.051 -4.221 0.802  0.00
C: 0.858 2.761 -0.947  -0.13
C: 0.012 1.879 0.001  -0.31
N: -1.438 2.271 -0.087  -0.04
H: 0.515 3.074 -1.963  0.08
H: 1.893 2.406 -0.844  0.05
H: 1.026 3.755 -0.290  0.10
H: 0.255 1.744 1.126  0.13
H: -0.162 0.871 -0.361  0.08
H: -1.787 3.154 -0.244  0.01
H: -1.910 1.813 -0.822  0.03

- E (a.u.) = -229.678357
- energy relative to the best compared isomer or geometry (same formula, charge and spin) (eV) = 3.5619
- SMILES = C=N.CCN
- HOMO energy (eV) = -8.911
- LUMO (eV) = 0.426